DFT (ωB97M-V/def2-TZVPD) results for 8 unconnected molecules or ions with the total composition C34H89N5O12 at a distorted geometry.

Highest occupied orbital energy   -8.5336 eV
SMILES string   COC[C@H](C)N.COCCNCCOC.COCCNCCOC.COCCNCCOC.COCCNCCOC.CCO.CCO.CCO
Relative energy (zero: lowest compared OMol25 entry of this formula, charge and spin)   17.7 kJ/mol
Gap between HOMO and LUMO   8.8729 eV

Last column: Löwdin charge in e.
Atoms and positions in Å:
C  -6.070  -7.804  -1.408  -0.07
C  -5.753  -6.963  -0.166  -0.43
C  -4.766  -5.825  -0.405  -0.22
O  -4.778  -4.935  0.685  -0.21
C  -3.878  -3.849  0.596  -0.09
N  -7.031  -6.418  0.318  0.03
H  -6.915  -8.470  -1.251  0.08
H  -5.215  -8.459  -1.593  0.08
H  -6.273  -7.139  -2.248  0.07
H  -5.395  -7.618  0.632  0.13
H  -5.050  -5.305  -1.330  0.12
H  -3.731  -6.175  -0.513  0.13
H  -4.141  -3.132  1.365  0.08
H  -3.997  -3.325  -0.363  0.07
H  -2.878  -4.290  0.657  0.09
H  -6.820  -5.616  0.912  0.06
H  -7.592  -5.969  -0.403  0.07
C  -3.733  2.329  1.049  -0.09
C  -3.064  2.567  -0.274  -0.34
O  -3.777  3.622  -0.912  -0.07
H  -4.667  1.759  1.000  0.08
H  -4.075  3.266  1.491  0.08
H  -3.136  1.721  1.734  0.07
H  -3.171  1.663  -0.893  0.10
H  -1.979  2.684  -0.199  0.09
H  -3.227  4.042  -1.582  0.08
C  1.533  -1.315  -4.965  -0.10
C  1.973  -2.548  -4.236  -0.32
O  2.011  -3.682  -5.126  -0.09
H  1.664  -0.416  -4.364  0.06
H  0.491  -1.394  -5.285  0.07
H  2.132  -1.176  -5.866  0.08
H  1.503  -2.868  -3.306  0.10
H  3.017  -2.331  -3.968  0.10
H  2.626  -4.328  -4.772  0.07
C  -1.715  2.024  -3.947  -0.08
C  -2.684  2.507  -5.011  -0.32
O  -2.758  3.918  -5.026  -0.07
H  -1.550  0.946  -3.931  0.06
H  -2.134  2.284  -2.968  0.05
H  -0.727  2.489  -3.933  0.08
H  -3.655  2.061  -4.772  0.10
H  -2.478  2.096  -6.003  0.11
H  -2.435  4.272  -5.856  0.08
C  1.284  1.669  1.717  -0.07
O  1.413  0.795  0.602  -0.25
C  0.229  0.593  -0.166  -0.18
C  0.655  -0.618  -1.007  -0.17
N  -0.343  -0.978  -2.052  -0.03
C  -1.255  -2.000  -1.547  -0.22
C  -2.250  -2.367  -2.649  -0.22
O  -3.011  -1.202  -2.877  -0.21
C  -4.172  -1.388  -3.666  -0.09
H  2.258  1.685  2.200  0.09
H  0.558  1.304  2.450  0.08
H  0.958  2.655  1.380  0.08
H  0.075  1.489  -0.773  0.12
H  -0.665  0.255  0.366  0.12
H  0.752  -1.492  -0.368  0.10
H  1.553  -0.410  -1.588  0.11
H  -0.928  -0.192  -2.318  0.07
H  -1.801  -1.706  -0.637  0.11
H  -0.731  -2.905  -1.221  0.11
H  -2.845  -3.204  -2.261  0.10
H  -1.767  -2.764  -3.544  0.13
H  -4.547  -0.398  -3.914  0.08
H  -4.923  -1.904  -3.059  0.09
H  -4.004  -1.969  -4.575  0.09
C  1.241  13.411  1.697  -0.14
O  1.938  12.288  1.270  -0.19
C  1.200  11.094  1.166  -0.24
C  1.948  9.966  0.492  -0.22
N  3.181  9.599  1.173  -0.06
C  3.903  8.493  0.561  -0.21
C  3.261  7.135  0.248  -0.22
O  2.817  6.541  1.452  -0.19
C  2.313  5.244  1.226  -0.12
H  0.436  13.723  1.026  0.09
H  1.971  14.208  1.844  0.09
H  0.808  13.333  2.707  0.09
H  0.199  11.245  0.745  0.12
H  1.051  10.776  2.214  0.13
H  2.169  10.186  -0.563  0.13
H  1.242  9.140  0.623  0.12
H  3.753  10.428  1.262  0.11
H  4.669  8.309  1.322  0.12
H  4.471  8.784  -0.335  0.11
H  4.084  6.502  -0.095  0.12
H  2.417  7.286  -0.432  0.12
H  1.379  5.298  0.649  0.09
H  2.125  4.626  2.097  0.08
H  3.009  4.751  0.534  0.08
C  -2.850  -1.809  3.869  -0.11
O  -2.208  -2.092  2.634  -0.22
C  -0.789  -1.882  2.646  -0.20
C  -0.088  -2.636  3.778  -0.21
N  -0.011  -4.062  3.447  -0.06
C  0.533  -4.936  4.455  -0.21
C  0.494  -6.387  3.933  -0.25
O  1.374  -7.157  4.702  -0.18
C  1.890  -8.304  4.088  -0.11
H  -2.938  -2.733  4.448  0.09
H  -3.850  -1.410  3.695  0.09
H  -2.312  -1.080  4.477  0.09
H  -0.455  -0.856  2.850  0.11
H  -0.568  -2.232  1.639  0.11
H  -0.597  -2.605  4.750  0.11
H  0.876  -2.178  4.016  0.12
H  -0.956  -4.363  3.231  0.11
H  -0.017  -4.959  5.406  0.12
H  1.580  -4.799  4.734  0.12
H  0.648  -6.478  2.852  0.11
H  -0.544  -6.743  4.021  0.12
H  2.763  -8.695  4.602  0.09
H  2.048  -8.103  3.022  0.08
H  1.175  -9.143  4.084  0.09
C  2.410  -4.522  0.599  -0.13
O  3.282  -3.443  0.527  -0.16
C  3.059  -2.464  1.513  -0.23
C  4.166  -1.409  1.457  -0.19
N  3.983  -0.497  0.328  -0.05
C  4.989  0.548  0.343  -0.21
C  4.758  1.590  -0.775  -0.22
O  5.507  1.343  -1.933  -0.19
C  5.357  0.058  -2.504  -0.10
H  1.349  -4.347  0.359  0.08
H  2.368  -5.026  1.575  0.08
H  2.757  -5.257  -0.131  0.09
H  3.107  -2.883  2.528  0.12
H  2.073  -1.988  1.446  0.10
H  5.133  -1.905  1.347  0.12
H  4.143  -0.827  2.392  0.11
H  3.034  -0.139  0.433  0.06
H  5.985  0.120  0.242  0.12
H  4.948  1.145  1.269  0.11
H  4.921  2.608  -0.420  0.11
H  3.688  1.623  -1.035  0.11
H  5.795  -0.665  -1.810  0.08
H  5.903  -0.025  -3.438  0.09
H  4.305  -0.206  -2.635  0.08

Cartesian forces, eV/Å:
C 1.011 0.035 0.446
C -1.309 0.197 0.075
C 0.684 -0.043 -0.264
O -0.885 0.063 0.429
C -0.385 -0.697 -0.766
N -0.209 0.792 0.551
H -0.166 0.214 0.215
H 0.006 0.169 -0.488
H 0.055 -0.183 -0.181
H 0.179 0.056 -0.019
H 0.004 0.124 -0.052
H -0.036 -0.284 -0.279
H 0.386 -0.200 0.300
H 0.105 -0.094 -0.029
H 0.273 0.681 0.219
H 0.022 -0.383 0.274
H 0.228 -0.462 -0.436
C -0.721 -0.441 0.819
C -0.581 -0.935 -0.724
O 0.474 0.279 0.053
H 0.071 -0.015 -0.643
H 0.601 0.099 0.210
H 0.280 0.402 0.054
H 0.009 -0.040 0.052
H -0.084 0.716 0.197
H -0.034 -0.107 -0.053
C -0.906 -0.005 -0.316
C 2.088 -0.691 -0.015
O -0.438 0.341 -0.230
H -0.155 -0.108 0.193
H -0.031 0.163 0.097
H 0.112 -0.200 0.042
H -0.669 0.616 -0.069
H 0.005 -0.108 0.266
H -0.010 0.016 0.077
C 0.276 0.113 0.820
C 0.197 -0.826 -0.177
O -0.271 0.201 0.243
H -0.286 -0.032 -0.317
H -0.094 -0.088 -0.025
H -0.059 0.157 -0.563
H -0.209 0.411 0.120
H 0.409 0.176 -0.024
H 0.049 -0.125 -0.074
C -0.119 -0.359 -0.341
O -0.835 0.369 1.118
C 1.488 -1.194 -0.655
C -1.270 0.610 -1.935
N -0.148 -0.613 1.071
C -0.284 -0.288 -0.624
C 0.026 -0.290 1.192
O 0.025 -0.039 -0.520
C -0.036 -0.061 0.564
H 0.050 0.297 -0.039
H -0.115 -0.117 -0.063
H 0.166 0.181 0.100
H -0.418 -0.055 -0.066
H 0.035 0.627 0.559
H 0.468 0.075 0.087
H 0.455 0.028 0.671
H 0.242 0.131 0.042
H -0.258 0.236 -0.146
H 0.374 0.034 -0.399
H -0.433 0.148 -0.054
H 0.238 0.386 -0.215
H -0.016 -0.005 -0.092
H -0.162 -0.070 -0.117
H 0.232 0.043 -0.065
C -0.088 0.656 0.944
O 0.645 -0.141 -0.970
C -0.068 -0.046 1.665
C 0.123 0.192 0.026
N -1.423 -0.156 -0.055
C 1.526 0.142 0.767
C -0.068 1.135 1.375
O -0.477 -0.150 0.887
C 0.004 0.236 -1.696
H 0.108 -0.037 -0.208
H -0.019 0.075 -0.523
H -0.142 -0.589 -0.101
H 0.194 0.100 -0.356
H -0.278 -0.230 -0.197
H -0.497 -0.065 -0.131
H 0.132 -0.204 -0.563
H 0.286 -0.200 -0.021
H 0.200 -0.414 -0.265
H -0.281 0.063 -0.268
H -0.232 0.088 -0.831
H 0.156 -0.475 -0.379
H -0.188 0.037 0.154
H 0.353 0.478 0.446
H 0.050 -0.499 0.303
C -0.058 -0.220 0.124
O 0.228 0.791 0.461
C -0.485 -0.298 1.123
C -0.122 -1.404 0.100
N 0.632 0.399 -0.381
C 0.102 -1.501 0.051
C -1.034 0.082 -0.021
O 0.433 0.115 0.478
C -0.994 -0.714 -0.801
H -0.084 0.084 0.120
H 0.022 -0.102 -0.257
H 0.108 0.070 -0.110
H -0.726 0.392 -0.661
H 0.941 0.105 0.168
H -0.448 0.806 -0.123
H 0.295 -0.346 -0.537
H 0.010 -0.014 -0.075
H -0.101 0.344 0.065
H 0.033 0.739 -0.414
H 0.740 0.334 0.009
H -0.035 -0.241 0.309
H 0.231 0.528 0.002
H 0.592 -0.020 0.099
H -0.192 0.168 0.196
C -0.493 -1.322 -0.231
O -0.233 0.486 0.200
C 0.776 0.432 0.587
C -0.492 0.128 -0.687
N 0.100 -0.717 0.290
C -0.949 1.191 -0.228
C -0.769 -0.823 0.029
O 0.562 0.751 -0.759
C 0.019 -0.294 1.023
H 0.151 0.676 -0.073
H 0.350 0.269 0.138
H 0.056 0.052 0.063
H -0.073 -0.425 -0.064
H -0.105 -0.018 -0.322
H 0.002 -0.058 0.229
H 0.154 -0.241 0.226
H 0.475 0.367 -0.367
H 0.080 -0.023 0.077
H 0.230 -0.267 0.323
H 0.765 -0.053 -0.148
H -0.130 -0.410 0.064
H -0.153 -0.308 -0.148
H -0.021 0.457 -0.103
H -0.097 0.024 -0.125